(1)
C2H5N2S | ωB97M-V/def2-TZVPD

Last column: Löwdin charge in e.
Geometry (Å):
H  0.633  1.205  0.910  0.203
H  -1.654  1.960  0.216  0.085
N  1.504  -1.407  0.031  0.174
H  2.492  -0.961  0.337  0.231
N  0.097  0.540  0.272  -0.055
C  -1.229  1.022  -0.164  -0.500
C  0.454  -0.678  -0.031  -0.139
H  1.333  -2.347  -0.366  0.158
S  -2.402  -0.414  0.171  0.706
H  -1.228  1.078  -1.377  0.139

Atomic forces in eV per Å
-0.44 -1.37 -1.13
0.83 -0.33 0.31
1.94 0.73 0.45
-2.72 -1.82 -1.00
0.80 1.57 1.10
-1.41 -2.30 -3.09
-0.87 1.68 0.29
1.11 0.52 0.58
0.77 1.22 -0.39
-0.02 0.10 2.89

DFT total energy = -15959.4307 eV
total charge = +1
Kohn-Sham gap (alpha / beta) = 7.4 / 7.3 eV
SMILES = [NH2+]=C=[NH+]C[S-]



(2)
C21H46F7IN2O21P4S | ωB97M-V/def2-TZVPD

Last column: Löwdin charge in e.
Geometry (Å):
C  -0.888  -7.598  -0.135  -0.099
H  -0.823  -7.891  -1.181  0.089
H  7.422  -8.806  3.768  0.089
H  -1.625  8.177  -3.187  0.081
O  1.320  4.008  1.584  -0.023
H  -2.400  9.502  -2.271  0.084
H  -1.663  -5.200  3.432  0.085
H  1.016  2.193  5.195  0.069
H  -7.370  2.301  -5.762  0.082
H  -0.681  2.226  3.116  0.109
H  0.361  5.249  -0.890  0.062
H  1.511  5.759  4.578  0.039
O  -1.184  6.304  -1.833  -0.272
H  -3.102  5.031  -0.648  0.092
N  1.947  0.666  2.577  0.060
H  0.165  6.238  5.313  0.068
P  -6.419  2.268  -3.222  0.724
C  -1.455  9.013  -2.509  -0.132
H  -0.539  3.977  3.120  0.127
H  3.790  -6.231  0.330  0.066
H  0.090  -4.332  -1.316  0.093
F  2.571  -0.626  -0.062  0.163
C  1.512  1.689  1.617  -0.539
H  -3.568  5.642  0.966  0.087
H  -6.302  3.653  -6.181  0.086
H  -2.319  -6.828  3.201  0.093
F  2.106  0.307  -3.375  0.163
C  2.231  3.537  0.632  -0.585
C  0.005  3.055  3.397  -0.154
O  -2.829  7.757  -0.395  -0.257
C  -6.924  4.864  -3.546  -0.122
F  3.858  0.432  -2.136  0.211
C  -2.785  5.152  0.389  -0.112
C  -6.331  2.608  -5.867  -0.105
H  -0.201  -8.205  0.453  0.083
H  1.502  4.240  6.228  0.088
F  -0.352  -1.087  -0.714  0.124
C  0.218  2.921  4.933  -0.220
O  7.412  -8.118  1.855  -0.295
O  5.211  -7.456  1.202  -0.280
H  5.826  -8.837  3.008  0.082
O  -0.038  -4.304  1.703  -0.250
F  2.223  1.914  -1.977  0.196
H  4.416  -7.490  -2.394  0.093
H  5.319  -9.000  -2.197  0.086
H  -1.906  -7.779  0.214  0.088
O  -5.606  2.461  -4.639  -0.283
H  1.679  -0.269  2.268  0.085
H  5.406  -5.509  0.445  0.085
H  -0.235  4.447  6.443  0.108
H  0.320  5.156  -2.663  0.093
O  2.557  4.200  -0.238  0.234
H  -4.011  -0.360  -3.016  0.089
H  -2.601  4.167  0.819  0.080
C  -0.288  5.186  -1.759  -0.094
O  1.490  -4.994  0.091  -0.310
C  2.555  0.645  -2.149  -0.538
H  0.845  -3.072  -0.306  0.056
H  -3.941  1.070  -1.973  0.083
F  1.753  -1.515  -1.832  0.116
O  -0.591  -6.199  -0.024  -0.272
C  -4.293  0.690  -2.933  -0.127
F  -0.250  0.727  -1.811  0.143
H  1.458  0.793  3.462  0.074
C  1.825  -0.338  -1.142  -0.318
O  -0.800  8.605  -1.317  -0.296
H  -7.571  5.512  -4.140  0.093
H  -3.826  1.238  -3.749  0.082
O  -1.574  5.895  0.480  -0.312
C  1.007  -4.012  -0.821  -0.122
O  -5.713  0.753  -2.994  -0.297
P  -1.413  7.253  -0.514  0.721
H  4.401  -5.686  1.899  0.091
H  7.067  -10.037  2.545  0.085
N  0.561  5.459  4.789  -0.018
I  3.229  3.271  3.578  1.149
C  -1.773  -6.015  2.719  -0.126
O  2.603  2.186  0.865  -0.002
O  5.948  -7.392  -1.060  -0.312
P  0.382  -5.663  1.183  0.745
H  1.773  -3.866  -1.581  0.088
O  -7.452  3.544  -3.633  -0.317
H  4.169  -8.471  -0.934  0.087
O  -0.495  -6.523  2.352  -0.317
C  1.311  2.951  2.566  -0.628
C  4.682  -6.145  0.952  -0.100
H  -2.334  -5.678  1.847  0.090
O  -5.738  2.943  -2.059  -0.250
C  6.889  -9.002  2.838  -0.127
H  -6.942  5.208  -2.513  0.087
H  -0.704  2.514  5.399  0.111
C  0.540  4.271  5.670  -0.297
H  -0.870  4.264  -1.701  0.085
C  0.346  0.061  -0.816  -0.439
O  6.523  -9.432  0.077  -0.254
P  6.558  -7.963  0.410  0.717
H  -0.805  9.734  -3.007  0.087
S  0.029  0.999  0.768  0.823
H  -5.909  4.915  -3.942  0.090
H  -5.852  2.002  -6.634  0.088
O  -0.827  2.114  0.433  -0.259
O  -0.719  0.154  1.660  -0.241
C  4.905  -8.142  -1.669  -0.126

Atomic forces in eV per Å
-0.28 -0.07 -0.04
0.08 0.13 -0.01
0.11 0.20 -0.16
-0.02 -0.02 0.10
1.34 -2.15 -0.27
-0.02 -0.16 0.11
0.00 0.08 -0.17
-0.42 0.31 -0.40
0.02 0.04 -0.12
0.61 0.37 -0.07
0.03 -0.10 -0.09
-0.14 -0.35 -0.05
0.93 0.10 0.46
-0.01 0.10 0.03
-0.43 -0.57 -1.16
-0.04 -0.17 -0.31
7.23 4.53 0.99
-0.40 0.05 -0.47
0.66 -0.30 0.25
0.08 0.10 -0.05
-0.02 0.00 0.09
-0.52 0.79 0.20
2.48 -0.96 4.36
-0.02 0.09 -0.18
-0.08 -0.02 0.02
0.26 -0.18 -0.07
0.13 0.15 0.15
-1.94 -0.82 2.57
-0.01 -0.95 0.57
1.10 0.05 0.66
0.33 0.41 0.45
0.02 0.43 0.43
-0.75 0.05 -0.01
0.15 0.18 -0.10
-0.08 -0.07 -0.05
-0.55 -0.48 -0.32
0.25 0.32 0.62
-0.18 0.40 0.49
1.68 2.82 -1.88
0.62 0.87 -0.08
0.03 0.00 -0.10
0.84 -0.64 0.43
0.49 0.08 0.53
0.19 0.21 0.11
-0.04 -0.06 0.17
0.06 -0.01 0.06
-0.84 -0.59 -0.37
0.33 0.10 0.09
-0.11 0.08 0.02
0.34 -0.17 -0.49
-0.04 0.17 -0.02
1.82 1.62 -3.01
-0.27 -0.03 -0.03
0.34 0.11 -0.01
-0.12 -0.28 -0.10
2.03 -2.98 1.29
-0.95 -0.83 -0.80
-0.11 -0.22 0.24
-0.12 0.15 -0.04
-0.01 0.68 0.15
0.95 -0.93 0.17
0.63 0.15 0.03
0.75 0.35 0.21
0.11 0.07 -0.22
0.46 -0.72 -1.41
2.48 -0.71 2.70
-0.15 -0.27 -0.06
-0.08 0.05 0.04
3.46 1.47 0.97
-0.37 0.10 -0.36
-3.63 -0.74 -0.45
-7.17 -0.93 -4.43
0.10 -0.12 0.07
-0.08 0.07 -0.17
-0.16 0.30 0.45
-0.20 0.01 0.62
-0.32 0.53 0.18
-1.96 0.63 -1.42
2.72 2.48 0.81
-6.32 6.45 -1.36
0.13 -0.27 0.15
-2.28 -2.99 -0.36
0.11 -0.05 0.04
3.07 -2.38 -0.42
-2.02 1.16 -1.29
-0.31 -0.08 -0.04
0.10 0.07 0.00
-1.10 -0.63 -0.14
-0.36 -0.44 0.33
0.16 -0.07 -0.02
0.43 0.20 -0.48
0.34 0.45 0.42
0.04 0.01 0.10
-0.13 -1.16 -0.62
0.72 1.03 -0.22
-5.34 -6.47 1.34
0.16 -0.07 0.20
-4.16 2.48 1.29
0.01 -0.09 0.10
0.07 -0.06 0.12
1.40 0.47 -1.32
1.84 -1.34 0.04
-0.14 -0.62 -0.18

DFT total energy = -143602.9773 eV
Kohn-Sham gap = 6.6 eV
SMILES = NCCC[C@]1(I)OC(=O)O[C@]1(N)S(=O)(=O)C(F)(F)C(F)(F)C(F)(F)F.COP(=O)(OC)OC.COP(=O)(OC)OC.COP(=O)(OC)OC.COP(=O)(OC)OC



(3)
C40H47N6 | ωB97M-V/def2-TZVPD

Last column: Löwdin charge in e.
Geometry (Å):
H  -3.783  0.278  2.740  0.133
C  -5.070  -1.360  2.232  -0.136
C  -4.313  -2.765  0.350  -0.132
C  -5.288  -2.457  1.343  -0.078
C  -0.576  -0.581  0.490  -0.091
C  -1.695  3.718  -1.728  -0.367
C  -6.048  -1.074  3.327  -0.143
C  4.948  4.581  -0.689  -0.042
H  1.200  6.167  -2.270  0.129
C  5.556  -4.329  0.539  -0.156
C  3.144  -0.067  0.366  0.044
H  -6.370  -3.000  4.260  0.124
C  -1.752  -0.070  1.021  -0.011
C  -6.030  -4.218  -0.782  -0.161
H  7.753  -0.384  0.710  0.120
H  3.148  1.024  0.301  0.119
N  2.190  3.789  -0.236  0.065
H  -6.163  -5.174  -1.295  0.119
H  -4.708  2.371  -1.822  0.107
N  -6.429  -3.196  1.435  -0.065
H  -1.738  0.885  1.550  0.136
C  4.339  -0.760  0.356  -0.128
C  5.561  5.961  -3.054  -0.083
H  7.474  -2.894  1.010  0.130
H  -3.692  4.494  -1.421  0.118
C  6.797  -2.266  0.416  -0.157
C  3.050  -4.380  0.504  -0.141
C  -2.957  -0.858  1.097  -0.229
H  7.181  -2.283  -0.618  0.140
H  6.665  -0.848  2.024  0.126
H  -1.202  5.830  -1.664  0.134
H  4.375  -6.075  0.255  0.120
H  -7.792  -1.950  4.269  0.119
C  -4.546  -3.917  -0.576  -0.141
H  -6.683  -0.222  3.039  0.131
C  -3.952  -0.564  2.064  0.028
H  4.687  4.049  0.233  0.102
H  2.201  -4.734  -0.090  0.122
H  4.351  -4.972  -1.123  0.125
C  -3.679  2.438  -2.185  -0.140
H  -1.533  5.069  -0.052  0.140
H  2.878  -4.732  1.534  0.132
C  2.530  4.783  -1.129  -0.236
H  5.559  0.927  0.800  0.120
C  -7.464  -2.934  2.409  -0.159
C  1.901  -2.156  0.523  0.042
H  5.911  0.178  -0.755  0.134
H  -2.441  -2.221  -0.521  0.120
C  3.078  -2.883  0.479  -0.128
C  6.785  -0.840  0.933  -0.159
N  0.365  4.731  -0.899  -0.118
H  -4.059  -4.823  -0.183  0.131
C  4.324  -2.190  0.423  -0.068
H  -7.947  -3.892  2.641  0.129
H  -2.324  0.745  -1.811  0.117
C  -3.153  3.888  -2.163  -0.134
C  6.278  4.801  -1.039  -0.085
H  -3.216  4.389  -3.134  0.116
C  1.355  5.375  -1.559  0.010
C  -1.073  4.932  -1.047  -0.080
H  0.759  1.091  0.747  0.112
H  7.075  4.445  -0.384  0.102
H  -5.506  -0.765  4.226  0.123
H  -3.637  2.047  -3.208  0.108
H  -6.488  -3.442  -1.407  0.125
H  0.957  -2.697  0.594  0.122
H  -8.237  -2.290  1.953  0.140
C  6.593  5.479  -2.230  -0.083
C  4.331  -5.020  -0.028  -0.160
C  3.901  5.055  -1.513  -0.180
H  -7.841  -4.301  0.410  0.130
H  -3.238  1.264  -0.396  0.088
H  7.634  5.633  -2.514  0.102
C  -6.751  -4.292  0.550  -0.160
N  0.892  3.731  -0.129  0.035
N  5.493  -2.890  0.433  -0.056
C  4.227  5.766  -2.700  -0.032
C  5.651  -0.039  0.294  -0.138
N  -1.700  2.558  -0.888  -0.026
C  1.890  -0.729  0.481  -0.202
H  5.672  -4.608  1.602  0.142
C  0.680  0.016  0.573  0.031
H  -6.489  -5.236  1.058  0.138
H  -0.631  -1.550  -0.006  0.098
H  5.804  6.492  -3.976  0.105
H  -0.817  2.249  -0.496  0.074
H  -1.109  3.532  -2.658  0.153
C  -6.937  -2.270  3.668  -0.160
H  3.414  6.144  -3.330  0.108
C  -2.711  1.638  -1.282  -0.229
H  -4.083  -3.708  -1.544  0.120
H  6.469  -4.658  0.027  0.130
C  -3.176  -1.979  0.248  0.032

Atomic forces in eV per Å
-0.13 -0.19 -0.15
0.46 -0.05 -0.42
0.45 0.67 0.09
-0.23 0.09 0.13
-0.65 0.16 -0.31
0.51 0.10 -1.01
-0.50 0.34 0.34
-0.36 0.23 -0.33
-0.21 0.06 0.11
-0.12 -0.56 0.35
0.25 -0.27 0.32
-0.06 0.09 -0.12
0.19 -0.96 0.28
-0.12 0.20 -0.05
-0.13 0.00 0.09
0.06 -0.23 0.07
-0.54 0.37 -0.76
0.04 0.16 -0.03
0.16 -0.01 -0.18
0.47 0.31 -0.03
0.03 -0.12 -0.14
-0.64 0.04 0.03
0.17 -0.14 0.33
-0.15 0.20 -0.06
0.08 -0.14 -0.15
0.55 0.37 -0.36
-0.10 -0.59 0.27
-0.04 0.06 -0.17
-0.04 -0.01 0.19
0.00 0.00 -0.15
-0.01 -0.18 0.23
-0.07 0.09 -0.11
0.16 -0.05 0.01
0.04 -0.54 -0.27
0.11 -0.17 0.04
0.24 -0.34 -0.20
0.14 0.23 -0.38
0.04 0.03 0.14
0.01 0.05 0.14
0.15 0.07 -0.18
0.25 0.05 -0.41
0.04 0.12 -0.19
-1.16 -0.37 0.36
-0.01 -0.09 -0.14
-0.43 0.41 0.23
0.65 0.00 -0.25
-0.08 -0.06 0.21
-0.28 0.03 0.13
-0.70 0.61 -0.03
-0.10 -0.06 0.21
0.93 -0.48 0.11
-0.06 0.20 -0.02
0.50 -0.07 0.01
0.11 0.21 0.06
-0.09 0.25 0.04
0.03 0.03 0.50
-0.03 0.20 -0.45
-0.08 -0.08 0.17
0.38 -0.51 0.51
-0.23 -0.36 0.18
0.03 -0.13 0.11
-0.21 0.11 -0.23
-0.07 0.04 -0.14
-0.14 0.05 0.21
0.08 -0.06 0.10
0.30 0.07 0.04
0.12 -0.15 0.06
-0.51 -0.09 0.16
0.02 0.08 -0.21
1.56 0.24 -0.36
0.26 0.02 -0.06
-0.05 0.00 -0.25
-0.29 -0.02 0.09
0.15 -0.60 -0.10
0.06 1.15 -0.30
-0.80 0.45 0.03
-0.18 -0.49 0.78
0.42 0.33 -0.26
0.22 0.76 0.89
-0.24 0.07 -0.26
0.03 0.08 -0.20
0.59 -0.35 0.06
-0.11 0.11 -0.11
0.07 0.16 0.44
-0.07 -0.16 0.29
-0.30 0.02 -0.42
-0.01 0.18 0.19
0.14 -0.15 0.04
0.39 -0.15 0.14
-0.67 -0.93 -0.09
0.04 -0.05 0.10
-0.24 0.01 0.03
-0.44 -0.01 0.41

DFT total energy = -51177.9947 eV
total charge = +1
Kohn-Sham gap = 5.3 eV